Here is C9H7N5RhS7Sb as an isolated structure at a distorted geometry from the Open Molecules 2025 dataset. Energies are from wB97M-V/def2-TZVPD.

## Properties
Relative energy (zero: lowest compared OMol25 entry of this formula, charge and spin) = 0.0000 eV
Total energy = -3759.262818 Ha
Net charge = -2
Lowest unoccupied orbital energy (alpha / beta) = 4.02 / 4.02 eV

Last column: natural (NBO) charge in e.
Geometry (Å):
Rh -0.961 -1.024 -0.534  0.428
N 0.982 -1.659 -1.413  -0.635
N 1.392 -0.889 -2.519  -0.509
C 0.855 0.322 -2.679  0.355
N 1.023 0.885 -3.879  -0.807
S 0.100 1.144 -1.384  -0.311
H 1.679 -1.571 -0.680  0.386
H 0.944 -2.637 -1.756  0.446
H 1.600 -1.474 -3.338  0.445
H 1.064 0.265 -4.709  0.394
H 0.518 1.746 -4.004  0.388
S -2.656 -0.007 0.745  -0.120
C -1.551 0.488 2.011  -0.178
C -1.719 1.697 2.684  -0.193
C -0.861 2.091 3.704  -0.118
C -1.042 3.376 4.339  0.308
N -1.186 4.402 4.840  -0.367
C 0.182 1.242 4.091  -0.194
C 0.348 0.028 3.434  -0.186
C -0.484 -0.354 2.382  -0.167
S -0.224 -1.868 1.535  -0.101
C 1.095 1.613 5.147  0.306
N 1.835 1.895 5.981  -0.364
H -2.533 2.349 2.394  0.225
H 1.154 -0.630 3.733  0.224
S 1.495 -3.723 -3.722  -1.007
Sb -0.166 -2.792 -5.079  0.866
S -2.034 -2.604 -1.861  -0.177
S -1.689 -1.382 -3.391  -0.359
S 0.838 -0.927 -6.074  -0.978

---

Here is one molecule with the formula C9H7NO at a distorted geometry from the Open Molecules 2025 dataset. Energies are from wB97M-V/def2-TZVPD.

## Properties
Relative energy (zero: lowest compared OMol25 entry of this formula, charge and spin) = 0.4086 eV
Total energy = -477.144395 Ha
Net charge = 0
Lowest unoccupied orbital energy = 0.64 eV

Last column: natural (NBO) charge in e.
Geometry (Å):
O 0.253 1.883 2.824  -0.543
C -0.607 1.929 1.959  0.425
C -0.705 1.189 0.739  -0.262
C -1.714 1.287 -0.147  0.057
N -1.555 0.377 -1.136  -0.502
C -0.361 -0.315 -0.935  0.137
C 0.228 -1.370 -1.602  -0.243
C 1.353 -1.891 -1.086  -0.203
C 1.897 -1.410 0.136  -0.229
C 1.282 -0.420 0.799  -0.169
C 0.137 0.199 0.287  -0.069
H -1.479 2.610 2.103  0.095
H -2.444 2.008 -0.162  0.210
H -2.287 0.223 -1.822  0.418
H -0.242 -1.751 -2.529  0.214
H 1.844 -2.577 -1.732  0.213
H 2.756 -1.899 0.545  0.216
H 1.646 -0.071 1.760  0.235

---

Here is one molecule with the formula C9H7NO2 at a distorted geometry from the Open Molecules 2025 dataset. Energies are from wB97M-V/def2-TZVPD.

## Properties
Relative energy (zero: lowest compared OMol25 entry of this formula, charge and spin) = 1.6788 eV
Total energy = -552.365519 Ha
Net charge = 0
Lowest unoccupied orbital energy = -0.17 eV

Last column: natural (NBO) charge in e.
Geometry (Å):
C 3.274 -0.840 -0.032  -0.661
C 1.926 -0.227 -0.050  0.598
N 0.999 -1.086 0.009  -0.500
C -0.311 -0.608 -0.129  0.196
C -1.409 -1.421 -0.091  -0.259
C -2.667 -0.795 0.104  -0.130
C -2.898 0.558 -0.043  -0.282
C -1.779 1.409 -0.189  -0.089
C -0.422 0.870 -0.184  -0.256
C 0.677 1.764 -0.060  0.747
O 0.683 2.969 0.152  -0.558
O 1.857 1.116 -0.020  -0.459
H 3.095 -1.927 0.159  0.248
H 3.655 -0.444 0.838  0.227
H 3.890 -0.705 -0.945  0.238
H -1.165 -2.458 0.109  0.237
H -3.471 -1.593 0.571  0.225
H -3.963 0.880 0.024  0.235
H -1.970 2.538 -0.223  0.244

---

Here is one molecule with the formula C9H7NS at a distorted geometry from the Open Molecules 2025 dataset. Energies are from wB97M-V/def2-TZVPD.

## Properties
Relative energy (zero: lowest compared OMol25 entry of this formula, charge and spin) = 2.1920 eV
Total energy = -800.013018 Ha
Net charge = 0
Lowest unoccupied orbital energy = -0.77 eV

Last column: natural (NBO) charge in e.
Geometry (Å):
N 2.496 -2.660 -0.604  -0.292
C 2.086 -1.723 -0.091  0.292
C 1.522 -0.556 0.601  -0.419
C 2.214 0.732 0.186  -0.221
S 3.095 0.873 -1.179  0.100
C 0.161 -0.258 0.220  -0.037
C -0.531 0.533 1.092  -0.202
C -1.900 0.778 0.900  -0.214
C -2.495 0.420 -0.331  -0.185
C -1.664 -0.092 -1.344  -0.200
C -0.380 -0.502 -1.036  -0.188
H 1.520 -0.760 1.802  0.272
H 1.962 1.565 0.763  0.196
H -0.066 0.865 2.057  0.211
H -2.435 1.534 1.361  0.215
H -3.634 0.607 -0.324  0.225
H -2.079 -0.385 -2.271  0.218
H 0.129 -0.971 -1.801  0.228

---

Here is one molecule with the formula C9H8Br2O2 at a distorted geometry from the Open Molecules 2025 dataset. Energies are from wB97M-V/def2-TZVPD.

## Properties
Relative energy (zero: lowest compared OMol25 entry of this formula, charge and spin) = 0.0000 eV
Total energy = -5646.218462 Ha
Net charge = 0
Lowest unoccupied orbital energy = -1.31 eV

Last column: natural (NBO) charge in e.
Geometry (Å):
C 2.082 -1.032 0.693  -0.641
C 2.253 0.279 -0.092  -0.235
Br 3.775 1.290 0.662  -0.003
C 1.026 1.208 -0.052  -0.292
Br 1.319 2.675 -1.336  0.035
C -0.291 0.522 -0.268  -0.074
C -0.498 -0.550 -1.002  -0.225
C -1.876 -1.126 -1.077  0.496
O -2.176 -1.856 -1.967  -0.479
C -2.854 -0.795 0.004  -0.231
C -2.686 0.294 0.720  -0.236
C -1.489 1.142 0.426  0.507
O -1.451 2.286 0.693  -0.480
H 3.002 -1.382 1.160  0.242
H 1.789 -1.805 -0.028  0.216
H 1.287 -1.002 1.443  0.218
H 2.534 0.040 -1.118  0.226
H 0.992 1.683 0.930  0.254
H 0.342 -1.010 -1.509  0.228
H -3.701 -1.438 0.218  0.236
H -3.382 0.578 1.501  0.237

---

Here is one molecule with the formula C9H8BrNS at a distorted geometry from the Open Molecules 2025 dataset. Energies are from wB97M-V/def2-TZVPD.

## Properties
Relative energy (zero: lowest compared OMol25 entry of this formula, charge and spin) = 0.6269 eV
Total energy = -3374.628641 Ha
Net charge = 0
Lowest unoccupied orbital energy = -0.41 eV

Last column: natural (NBO) charge in e.
Geometry (Å):
Br 0.496 -2.345 1.202  -0.155
C 0.401 -2.174 -0.918  -0.100
C -0.983 -2.548 -1.200  -0.282
C -1.914 -1.592 -1.241  0.026
N -1.623 -0.418 -0.602  -0.448
C -0.375 -0.071 -0.457  0.333
C -0.054 1.127 0.351  -0.307
C 1.179 1.700 0.731  -0.225
C 1.012 2.737 1.631  -0.259
C -0.305 2.973 1.970  -0.396
S -1.333 1.828 1.193  0.538
C 0.850 -0.733 -1.012  -0.520
H 1.061 -2.863 -1.200  0.214
H -1.340 -3.501 -1.375  0.226
H -2.896 -1.628 -1.470  0.200
H 1.991 1.244 0.272  0.214
H 1.768 3.359 2.062  0.226
H -0.654 3.771 2.545  0.232
H 1.583 -0.380 -0.379  0.244
H 1.137 -0.487 -2.104  0.242

---

Here is a 2-piece molecular cluster, C9H8Cl3NO2 overall at a distorted geometry from the Open Molecules 2025 dataset. Energies are from wB97M-V/def2-TZVPD.

## Properties
Relative energy (zero: lowest compared OMol25 entry of this formula, charge and spin) = 2.2097 eV
Total energy = -1933.460172 Ha
Net charge = 0
Lowest unoccupied orbital energy (alpha / beta) = -0.83 / -0.89 eV

Last column: natural (NBO) charge in e.
Geometry (Å):
C 1.808 -0.718 0.357  -0.205
C 1.195 -0.756 -0.894  -0.229
C 1.035 -0.806 1.522  -0.218
C -0.135 -0.940 -0.930  -0.228
C -0.341 -0.962 1.486  -0.161
C -0.927 -1.115 0.258  -0.188
C -2.651 1.253 1.174  0.636
C -2.351 -1.398 0.131  -0.080
C -2.631 1.104 -0.231  0.099
N -1.696 1.458 -1.200  -0.794
O -1.375 1.592 1.701  -0.744
O -3.561 1.044 1.971  -0.538
Cl -3.372 -1.654 1.473  0.126
Cl -3.047 -1.802 -1.372  0.078
Cl -4.198 1.074 -1.074  0.001
H 2.821 -0.567 0.312  0.208
H 1.908 -0.579 -1.661  0.222
H 1.347 -0.864 2.549  0.224
H -0.508 -1.103 -1.975  0.230
H -1.025 -1.042 2.423  0.250
H -0.811 1.252 -0.810  0.394
H -1.839 1.169 -2.167  0.417
H -0.825 2.297 1.329  0.499

---

Here is one molecule with the formula C9H8ClF3N2 at a distorted geometry from the Open Molecules 2025 dataset. Energies are from wB97M-V/def2-TZVPD.

## Properties
Relative energy (zero: lowest compared OMol25 entry of this formula, charge and spin) = 0.9717 eV
Total energy = -1216.944552 Ha
Net charge = 0
Lowest unoccupied orbital energy = -0.33 eV

Last column: natural (NBO) charge in e.
Geometry (Å):
C -1.656 -2.617 -1.422  -0.599
C -0.151 -2.541 -1.585  -0.390
C 0.467 -1.418 -1.211  0.438
N 1.307 -0.542 -1.259  -0.442
C 1.779 0.474 -0.329  0.078
C 1.403 1.893 -0.819  -0.471
C 0.030 2.393 -0.388  -0.117
C -0.601 1.714 0.595  -0.140
Cl -2.164 2.234 1.092  0.047
C 0.143 0.659 1.303  0.163
C -0.441 0.235 2.727  0.953
F -1.597 -0.430 2.609  -0.314
F 0.400 -0.505 3.520  -0.316
F -0.703 1.345 3.419  -0.320
N 1.266 0.180 0.977  -0.351
H -2.105 -1.603 -1.364  0.208
H -2.050 -2.970 -2.279  0.204
H -1.987 -3.225 -0.653  0.211
H 0.387 -3.369 -1.539  0.220
H 2.798 0.343 -0.190  0.213
H 1.626 1.989 -1.958  0.254
H 2.234 2.462 -0.426  0.235
H -0.388 3.298 -0.821  0.235

---

Here is a 2-piece molecular cluster, C9H8ClN3S overall at a distorted geometry from the Open Molecules 2025 dataset. Energies are from wB97M-V/def2-TZVPD.

## Properties
Relative energy (zero: lowest compared OMol25 entry of this formula, charge and spin) = 0.1001 eV
Total energy = -1370.325377 Ha
Net charge = 0
Lowest unoccupied orbital energy = 0.30 eV

Last column: natural (NBO) charge in e.
Geometry (Å):
N 1.234 3.669 2.898  -0.270
C 1.357 2.686 2.315  0.252
C 1.414 1.426 1.695  -0.300
C 1.067 0.194 2.086  -0.111
C 1.223 -0.937 1.087  -0.451
C 1.616 -0.332 -0.302  -0.512
S 1.555 1.491 -0.077  0.245
H 0.733 -0.022 3.083  0.226
H 1.815 -1.836 1.497  0.245
H 0.109 -1.418 0.877  0.232
H 2.611 -0.511 -0.551  0.218
H 0.997 -0.683 -1.139  0.232
Cl -2.219 4.124 -1.956  0.018
C -2.182 2.409 -1.572  -0.107
C -2.423 1.504 -2.595  0.039
N -2.238 0.225 -2.495  -0.433
C -2.024 -0.234 -1.254  0.229
N -1.845 0.550 -0.173  -0.454
C -1.904 1.896 -0.289  0.063
H -2.737 1.688 -3.619  0.218
H -1.974 -1.375 -1.238  0.196
H -1.743 2.627 0.499  0.226